ORCA calculation (wB97M-V/def2-TZVPD) on a cluster of 7 separate species, C41H46N3O10 in total at a distorted geometry.

Energy above the lowest of the compared OMol25 structures with the same formula, charge and spin = 102.1 kcal/mol
Net charge = +1
HOMO energy = -10.073 eV
Lowest unoccupied orbital energy = -0.0810 hartree
Electronic energy = -2505.7709 hartree

Each line ends with the Mulliken charge.
Geometry (Å):
C: 1.19 -1.34 1.51  -0.31
C: 0.32 -1.47 0.17  -0.69
N: -0.51 -0.24 -0.11  0.59
C: -1.85 -0.07 0.14  -0.39
C: -2.17 1.14 -0.42  -1.06
N: -1.10 1.73 -0.88  0.81
C: -0.08 0.82 -0.80  -1.35
C: -1.03 3.09 -1.28  -0.77
H: 1.66 -2.26 1.55  0.03
H: 0.82 -1.11 2.44  0.72
H: 2.01 -0.61 1.16  -0.31
H: -0.44 -2.31 0.16  0.09
H: 0.83 -1.75 -0.79  0.36
H: -2.32 -1.02 0.53  0.27
H: -3.03 1.53 -0.69  0.96
H: 0.82 1.12 -0.72  1.12
H: -0.15 3.57 -1.92  0.18
H: -1.23 3.76 -0.29  0.12
H: -1.67 3.31 -2.17  0.34
N: -4.96 -0.67 -1.37  -0.34
C: -4.15 -1.34 -2.16  -0.38
C: -4.41 -2.62 -2.71  -0.67
C: -5.57 -3.19 -2.41  -0.04
C: -6.43 -2.55 -1.53  -0.64
C: -6.07 -1.25 -0.94  -0.38
H: -3.24 -0.96 -2.44  0.92
H: -3.63 -3.32 -3.31  0.23
H: -5.77 -4.17 -3.08  0.25
H: -7.43 -2.80 -1.34  0.49
H: -6.56 -0.71 -0.20  0.54
C: -2.45 1.25 -5.35  -0.50
C: -1.41 2.30 -4.73  -0.84
C: -0.14 1.85 -4.60  0.64
C: 0.26 0.59 -4.81  -0.46
C: -0.70 -0.35 -5.40  -0.73
C: -1.95 -0.07 -5.67  0.35
O: -2.76 -0.95 -6.25  -0.48
O: 0.87 2.70 -4.09  -0.65
H: -3.44 1.66 -5.33  0.39
H: -1.75 3.25 -4.42  0.71
H: 1.20 0.01 -4.78  0.35
H: -0.25 -1.20 -5.51  0.65
H: -3.55 -0.70 -6.49  0.27
H: 1.88 2.82 -4.65  0.35
C: 0.12 6.25 2.90  -0.89
C: -0.85 5.28 2.10  -0.46
C: -2.17 5.40 2.34  0.57
C: -2.60 6.37 3.31  -0.92
C: -1.71 7.30 3.93  -0.47
C: -0.34 7.33 3.57  0.35
O: 0.33 8.23 4.15  -0.57
O: -3.06 4.55 1.72  -0.57
H: 1.10 6.16 2.85  0.60
H: -0.54 4.52 1.56  0.65
H: -3.51 6.40 3.46  0.59
H: -2.19 8.03 4.37  0.47
H: 0.45 8.21 5.17  0.38
H: -4.07 4.41 2.15  0.36
C: -2.11 -5.34 1.07  -0.42
C: -0.90 -5.94 1.76  -0.67
C: -0.18 -5.16 2.71  0.77
C: -0.71 -3.88 3.15  -0.53
C: -1.80 -3.42 2.44  0.13
C: -2.54 -4.12 1.43  0.05
O: -3.67 -3.48 0.83  -0.40
O: 0.92 -5.61 3.37  -0.48
H: -2.73 -5.83 0.33  0.44
H: -0.40 -6.85 1.20  0.20
H: -0.04 -3.27 3.94  0.30
H: -1.98 -2.35 2.79  0.29
H: -3.67 -3.53 0.02  0.13
H: 1.20 -6.26 2.81  0.26
C: 3.41 -4.66 0.44  -1.33
C: 3.89 -3.96 1.77  -0.38
C: 4.51 -2.75 1.76  0.32
C: 4.79 -2.07 0.57  -0.21
C: 4.27 -2.57 -0.62  -0.35
C: 3.60 -3.93 -0.71  1.05
O: 3.23 -4.37 -1.92  -0.57
O: 4.95 -2.20 2.95  -0.51
H: 3.05 -5.54 0.58  0.77
H: 3.73 -4.33 2.77  0.40
H: 5.42 -1.03 0.56  -0.01
H: 4.20 -2.00 -1.55  0.24
H: 3.57 -3.76 -2.67  0.35
H: 5.29 -1.42 2.76  0.20
C: 3.63 1.28 2.61  -0.16
C: 2.76 1.88 1.43  -1.04
C: 3.49 2.23 0.24  0.75
C: 4.78 1.99 0.10  -0.50
C: 5.54 1.49 1.17  -0.48
C: 5.00 1.15 2.35  0.14
O: 5.79 0.46 3.39  -0.56
O: 2.73 2.65 -0.85  -0.31
H: 3.20 1.06 3.63  0.38
H: 1.77 2.22 1.46  0.87
H: 5.26 2.25 -0.94  0.15
H: 6.55 1.23 0.89  0.42
H: 6.42 0.88 3.96  0.28
H: 3.13 2.93 -1.52  0.17

ORCA calculation (wB97M-V/def2-TZVPD) on a structure of composition C41H46N4OP2PbS4.

Energy above the lowest of the compared OMol25 structures with the same formula, charge and spin = 0.0 kcal/mol
HOMO energy = -7.006 eV
Lowest unoccupied orbital energy = 0.0147 hartree
Electronic energy = -4352.6111 hartree

Each line ends with the Mulliken charge.
Geometry (Å):
Pb: 0.86 0.42 -1.46  1.01
C: 0.85 0.36 3.53  -0.18
C: 0.28 1.34 2.50  -0.37
P: -1.55 1.65 2.64  0.05
C: -1.59 3.30 3.43  0.75
C: -2.72 4.11 3.25  -0.41
C: -2.83 5.33 3.89  -0.67
C: -1.82 5.77 4.74  -0.44
C: -0.70 4.97 4.94  -0.75
C: -0.59 3.75 4.29  -0.37
C: -1.88 2.07 0.89  -0.14
C: -1.40 3.23 0.27  0.08
C: -1.62 3.44 -1.08  -1.09
C: -2.31 2.50 -1.83  0.06
C: -2.80 1.35 -1.23  -0.47
C: -2.58 1.14 0.13  -0.26
C: 0.10 -0.97 3.61  -1.72
P: -0.53 -1.62 1.99  1.67
C: 0.95 -2.31 1.18  0.29
C: 2.25 -2.24 1.66  -0.73
C: 3.32 -2.70 0.89  -0.53
C: 3.09 -3.24 -0.37  -0.62
C: 1.79 -3.33 -0.86  -0.53
C: 0.74 -2.87 -0.09  -0.50
C: -1.37 -3.13 2.61  0.51
C: -0.77 -4.37 2.72  -0.53
C: -1.48 -5.46 3.21  -0.63
C: -2.81 -5.31 3.60  -0.52
C: -3.42 -4.07 3.49  -0.55
C: -2.71 -2.98 2.99  -0.64
H: 0.86 0.82 4.52  0.55
H: 1.89 0.18 3.27  -0.34
H: 0.42 0.92 1.50  -0.67
H: 0.82 2.29 2.51  1.21
H: -3.51 3.77 2.60  0.38
H: -3.70 5.94 3.73  0.39
H: -1.90 6.72 5.24  0.37
H: 0.09 5.31 5.60  0.39
H: 0.30 3.15 4.46  0.18
H: -0.86 3.97 0.85  0.45
H: -1.23 4.34 -1.56  0.37
H: -2.47 2.67 -2.89  0.26
H: -3.34 0.62 -1.81  0.42
H: -2.95 0.24 0.60  0.30
H: -0.82 -0.84 4.19  0.60
H: 0.68 -1.73 4.13  0.65
H: 2.45 -1.83 2.64  0.23
H: 4.32 -2.62 1.28  0.53
H: 3.93 -3.57 -0.97  0.37
H: 1.61 -3.75 -1.84  0.35
H: -0.28 -2.92 -0.47  0.43
H: 0.27 -4.50 2.43  0.38
H: -1.00 -6.43 3.29  0.41
H: -3.36 -6.15 3.98  0.37
H: -4.45 -3.94 3.79  0.41
H: -3.19 -2.02 2.89  0.28
O: 4.17 2.28 -7.42  -0.58
C: 3.66 1.99 -6.37  0.58
S: 2.60 3.07 -5.45  -0.15
C: 2.28 1.98 -4.12  -0.14
C: 2.86 0.77 -4.17  0.05
S: 2.70 -0.56 -3.03  -0.43
S: 3.88 0.43 -5.56  -0.13
S: 1.17 2.59 -2.89  -0.46
N: 3.17 1.78 -0.31  -0.40
C: 4.11 1.13 0.52  0.49
C: 4.08 1.31 1.90  -0.16
C: 4.97 0.64 2.71  -0.57
C: 5.91 -0.22 2.17  -0.51
C: 5.95 -0.39 0.79  -0.87
C: 5.05 0.27 -0.03  -0.17
H: 2.84 2.66 0.06  0.18
H: 3.48 1.91 -1.26  0.25
H: 3.35 1.99 2.33  0.27
H: 4.93 0.79 3.79  0.40
H: 6.62 -0.74 2.81  0.38
H: 6.69 -1.05 0.35  0.40
H: 5.07 0.12 -1.11  0.36
C: -0.71 0.47 -5.10  -0.96
N: -1.92 -0.21 -4.67  0.21
C: -3.16 0.36 -5.17  -1.22
C: -1.89 -1.02 -3.58  0.33
N: -0.91 -0.96 -2.73  0.12
N: -2.96 -1.88 -3.43  0.20
C: -3.43 -2.65 -4.57  -1.17
C: -3.13 -2.55 -2.16  -1.13
H: -0.77 0.62 -6.18  0.35
H: 0.16 -0.14 -4.87  0.27
H: -0.59 1.44 -4.61  0.26
H: -3.15 1.45 -5.02  0.41
H: -4.01 -0.05 -4.64  0.39
H: -3.27 0.17 -6.24  0.35
H: -0.90 -1.79 -2.14  -0.33
H: -3.12 -2.18 -5.50  0.41
H: -4.52 -2.73 -4.56  0.31
H: -3.01 -3.66 -4.55  0.37
H: -2.97 -1.85 -1.34  0.22
H: -2.44 -3.40 -2.04  0.37
H: -4.14 -2.94 -2.10  0.40

Number 1: gap between HOMO and LUMO 7.87 eV. Number 2: gap between HOMO and LUMO 7.41 eV.